Entry from the OMol25 dataset: one molecule with the formula C11H21NO5 at a distorted geometry (ωB97M-V/def2-TZVPD).

Values from the calculation:
**Total energy**: -23470.8373 eV
**SMILES**: COCCCCC[C@@H]1C(=O)OC[C@@]1(N)COO
**Lowest unoccupied orbital energy**: 0.56 eV
**HOMO level**: -9.51 eV
**Relative energy (zero: lowest compared OMol25 entry of this formula, charge and spin)**: 3.154 eV
**Kohn-Sham gap**: 10.07 eV

Structure (ORCA input):
```
! RIJCOSX wB97M-V def2-TZVPD def2/J DEFGRID3
* xyz 0 1
O -2.65 0.49 3.09
O 2.97 -1.20 -1.27
O -3.25 1.08 -2.22
O -3.63 0.17 -1.24
O -2.47 -1.43 2.08
N -0.26 -0.95 -0.66
C 3.08 -2.12 -0.21
C -0.54 1.42 1.20
C 2.36 0.60 0.36
C 3.18 0.14 -0.87
C 0.22 2.01 -0.02
C -2.33 -0.06 2.14
C -1.77 0.55 0.83
C -1.59 -0.68 -0.05
C -2.62 -0.83 -1.23
C 1.75 2.01 0.20
C -1.70 -1.84 0.95
H -0.09 -0.38 -1.49
H -0.09 1.53 -0.95
H 3.66 -1.76 0.65
H -4.06 1.45 -2.60
H 2.06 -2.32 0.17
H 1.92 2.54 1.14
H -0.69 -1.93 1.38
H 3.05 0.65 1.22
H -3.14 -1.79 -1.17
H -1.89 -2.83 0.55
H 2.84 0.75 -1.72
H 1.57 -0.09 0.66
H -0.07 3.06 -0.11
H -2.54 1.28 0.57
H 4.23 0.40 -0.71
H 0.13 0.95 1.91
H -0.31 -1.91 -1.01
H 2.25 2.59 -0.59
H 3.48 -3.08 -0.53
H -2.11 -0.76 -2.19
H -0.94 2.29 1.74
*
```